[1]
ORCA calculation (ωB97M-V with the def2-TZVPD basis set) on a molecular structure, C35H24CrNO4 in a non-equilibrium geometry.

```
65
Properties=species:S:1:pos:R:3:forces:R:3
C -1.435998 -6.304139 0.158903 -0.029 0.497 0.077
C -0.081709 -6.039790 -0.077909 0.214 0.344 -0.110
C 0.497255 -4.840750 0.359414 -0.199 -0.007 -0.101
C -0.276177 -3.837940 1.027293 0.267 0.075 -0.107
C 0.392186 -2.475937 1.238941 -1.431 -1.818 -0.076
C -0.458029 -1.240927 1.501004 1.589 -3.121 2.313
N 0.170198 -0.551198 2.683132 -1.748 0.754 -0.613
C 1.505877 -0.483343 2.955807 1.884 0.059 0.552
C 2.052271 0.401858 3.913683 -0.496 0.134 -0.549
C 1.189546 1.268227 4.669857 2.056 0.819 -0.305
C 1.759354 2.338867 5.415359 -1.138 -1.040 -0.522
C 3.129293 2.526716 5.464890 0.400 -0.061 0.108
C 3.986942 1.628217 4.795736 -0.620 -0.250 0.066
C 3.459625 0.577829 4.054909 0.644 0.127 0.257
C -0.186486 1.024929 4.464805 -1.750 -0.301 -0.135
C -0.664039 0.125705 3.550332 0.082 0.907 0.407
O 1.622349 -2.505058 1.118316 0.771 0.847 -0.585
C -1.576631 -4.218264 1.417742 -0.385 -0.137 -0.193
C -2.175120 -5.389611 0.935166 0.662 -0.182 -0.360
H -1.907479 -7.175603 -0.298684 0.061 0.206 0.272
H 0.522993 -6.732156 -0.697285 -0.412 0.420 0.575
H 1.559656 -4.652635 0.144938 -0.700 0.127 0.097
H -1.376264 -1.675604 2.039871 0.726 0.893 -1.610
H 2.127475 -1.209974 2.436308 -0.159 0.530 0.008
H 1.074969 3.007618 5.941181 0.211 -0.095 -0.076
H 3.543227 3.342152 6.055361 -0.053 -0.138 -0.158
H 5.061923 1.770349 4.897063 -0.184 -0.151 -0.168
H 4.133305 -0.113822 3.545758 -0.207 0.195 0.035
H -0.885327 1.625686 5.044909 -0.141 -0.401 -0.025
H -1.737850 -0.096877 3.492974 0.496 0.229 -0.235
H -2.175518 -3.583165 2.082623 0.215 -0.074 -0.448
H -3.240761 -5.567658 1.067463 0.204 0.014 0.336
O -0.730171 3.956634 -6.641282 1.787 0.124 3.319
C -0.286398 3.982746 -5.539472 -1.777 -0.259 -2.424
Cr 0.042955 4.053252 -3.670739 -1.591 1.421 -1.652
C -1.531772 3.089408 -3.500647 -2.754 -1.198 -0.297
O -2.576447 2.553045 -3.501345 2.644 1.180 0.212
C -1.073757 5.602899 -3.787030 -1.449 0.252 -0.237
O -1.910334 6.400020 -3.951925 1.792 -1.134 0.389
C 2.028418 4.861428 -3.515998 0.829 0.646 -0.488
C 2.074412 3.548275 -4.005088 0.130 -0.536 0.203
C 1.471200 2.502184 -3.266291 0.474 -1.442 -0.765
C 0.825959 2.691511 -2.009935 0.186 -0.296 -0.272
C 0.233468 1.605374 -1.291007 -0.910 -2.392 2.280
C -0.217176 0.657264 -0.576525 1.839 4.231 -2.216
C -0.970427 -0.333677 0.065006 -1.287 -0.248 2.913
C -1.544257 -1.298023 -0.888211 -2.129 -1.544 -1.454
C -2.705270 -2.057310 -0.542535 0.556 -0.153 -0.112
C -3.236460 -3.055027 -1.375746 -0.010 0.088 -0.679
C -2.741954 -3.215492 -2.695200 0.169 0.307 0.609
C -1.693780 -2.365707 -3.118364 -0.840 -0.650 0.055
C -1.125524 -1.443049 -2.229662 0.373 0.024 -0.043
C 0.733150 4.053547 -1.621844 -0.583 0.590 1.537
C 1.332333 5.117058 -2.331517 0.050 -0.216 0.407
H 2.473073 5.672756 -4.089041 -0.127 -0.184 0.174
H 2.557333 3.331193 -4.962340 -0.253 0.044 0.419
H 1.485368 1.495042 -3.700600 0.060 0.449 0.312
H -1.756470 0.015750 0.820454 0.462 0.696 -1.948
H -3.197074 -1.880129 0.420457 0.344 -0.136 -0.222
H -4.067245 -3.712820 -1.025399 0.743 0.779 -0.256
H -3.190155 -3.976287 -3.372350 0.466 0.694 0.576
H -1.371872 -2.446679 -4.178016 -0.009 0.258 0.943
H -0.341450 -0.791381 -2.627079 -0.172 -0.253 0.337
H 0.156972 4.302833 -0.728641 0.249 -0.164 -0.239
H 1.242296 6.139660 -1.961952 -0.095 -0.380 -0.106
```
Positions in Å, forces in eV/Å.

Properties
E_HOMO (spin up / spin down)   -1.5 / -5.5 eV
Spin multiplicity   3
Maximum force   5.1 eV/A
Net charge   -1
Orbital gap (spin up / spin down)   0.131 / 0.284 Eh

Mulliken population analysis, charges in e, atoms 1 to 5: number 1, C, carries -0.48; number 2, C, carries -0.37; number 3, C, carries -0.79; number 4, C, carries 0.81; number 5, C, carries -0.51



[2]
ORCA calculation (ωB97M-V with the def2-TZVPD basis set) on a molecular structure, C35H24N12O7P2SSc in a non-equilibrium geometry.

```
82
Properties=species:S:1:pos:R:3:forces:R:3
Sc 1.742306 0.116124 -1.953662 -0.614 0.563 0.006
C -2.985241 -3.377618 -0.171045 0.272 0.043 0.230
C -3.709410 -3.017696 -1.313941 -0.117 0.071 -0.291
C -3.266906 -1.999941 -2.144229 -0.094 -0.155 0.103
C -2.077142 -1.369218 -1.828449 0.150 0.171 0.048
C -1.449074 -0.170746 -2.377891 -0.592 0.628 0.146
N -2.088314 0.770695 -3.026071 0.056 -0.224 -0.234
C -2.359799 2.112758 -0.761520 0.089 0.400 -0.521
C -3.739820 2.030131 -0.387819 0.145 -0.167 0.231
C -4.939116 2.415608 -0.990236 -0.144 -0.028 0.030
C -6.120541 2.124008 -0.340512 0.025 0.083 -0.185
C -6.123256 1.432020 0.884878 0.028 -0.086 0.168
C -4.947427 1.030966 1.484347 -0.168 0.032 0.051
C -3.737959 1.348081 0.860872 0.177 -0.097 -0.182
C -2.361394 1.025723 1.131223 -0.258 0.479 -0.467
N -1.997320 0.169886 2.106912 0.850 -0.508 0.541
C -0.963401 -0.550532 2.374677 -0.935 0.646 -0.477
N 0.295118 -0.817217 1.706671 -0.202 0.212 -0.010
C 1.186552 -1.483211 2.534330 0.460 0.167 -0.341
N 2.476798 -1.484540 2.432116 -0.325 -0.125 0.068
C 3.065654 -0.396914 1.786725 0.228 -0.293 0.388
N 3.005973 -0.065686 0.399048 0.327 0.750 0.311
C 1.658023 0.584557 0.179860 -0.223 -0.543 0.373
N 0.625787 -0.463000 0.406820 0.794 0.097 0.724
C -0.261975 -0.776380 -0.590109 -1.233 -0.786 0.216
N -0.252402 -0.004915 -1.705168 0.374 0.641 -0.086
C -1.359373 -1.698198 -0.646630 0.575 0.304 -0.168
C -1.819672 -2.724037 0.182792 -0.227 -0.272 0.152
C 1.701931 1.465261 1.404439 0.304 0.199 -0.094
C 0.932963 2.561470 1.737182 0.027 0.168 -0.045
C 1.093631 3.121714 3.003182 -0.006 0.005 -0.054
C 1.995728 2.586783 3.912715 0.024 -0.050 0.068
C 2.747748 1.458885 3.594439 0.042 0.002 0.018
C 2.595705 0.907549 2.337723 -0.256 0.125 -0.361
C 0.400080 -1.947816 3.667170 -0.541 0.030 0.284
C 0.771083 -2.689869 4.778682 0.133 -0.046 -0.046
C -0.142453 -2.837894 5.806971 -0.081 -0.028 0.044
C -1.403917 -2.236884 5.730299 0.050 -0.020 0.013
C -1.771997 -1.484124 4.631693 -0.116 0.089 -0.143
C -0.866038 -1.343146 3.585089 0.430 -0.448 0.310
N -1.576833 1.579742 0.162260 0.395 -0.933 0.023
H -3.351905 -4.175862 0.463385 -0.012 0.003 -0.011
H -4.630718 -3.538572 -1.545937 0.003 0.016 0.013
H -3.832462 -1.687504 -3.012407 0.007 -0.007 -0.001
H -4.928884 2.912782 -1.953267 -0.014 0.002 0.006
H -7.067881 2.410738 -0.783337 0.017 0.001 -0.020
H -7.074375 1.197597 1.350375 0.019 0.007 0.029
H -4.951065 0.476181 2.415609 -0.015 0.000 -0.006
H -1.290867 -3.008024 1.083846 0.035 0.020 -0.004
H 0.190389 2.933168 1.044484 0.018 -0.014 0.001
H 0.486348 3.971245 3.290404 0.010 0.008 -0.016
H 2.091696 3.032871 4.895525 0.011 0.001 -0.006
H 3.418703 1.010096 4.316155 -0.020 -0.012 0.012
H 1.754699 -3.139048 4.832913 0.019 0.052 -0.020
H 0.118681 -3.410840 6.688065 0.021 -0.020 -0.026
H -2.096747 -2.353306 6.555126 -0.006 -0.010 -0.012
H -2.736252 -0.995888 4.568796 0.014 -0.004 0.002
C 4.659450 3.704983 -4.436583 -0.022 -0.037 0.034
C 3.337138 3.041851 -4.335826 0.067 0.001 0.025
N 2.290821 3.300790 -5.050807 -0.003 0.092 -0.093
N 1.331200 2.455107 -4.569766 -0.088 -0.149 0.107
C 1.720299 1.683596 -3.576126 0.276 0.297 -0.039
S -1.768181 2.390764 -2.424390 -0.018 -0.141 0.272
N 3.014708 2.055053 -3.422830 0.137 0.516 -0.518
N 3.784507 1.439078 -2.435265 -0.120 -0.257 -0.085
H 4.602847 4.489661 -5.185410 0.001 -0.002 -0.005
H 5.435495 2.994499 -4.724118 0.000 -0.001 0.006
H 4.938201 4.150456 -3.480281 0.020 0.013 -0.019
H 0.394579 2.479424 -4.942302 -0.024 0.066 0.001
H 4.434505 0.765709 -2.827032 0.043 0.058 -0.138
H 4.269263 2.104761 -1.848978 -0.168 0.066 0.179
O 4.164089 -2.902746 -1.854964 -0.230 0.045 -0.015
P 3.019780 -2.562334 -0.810372 0.203 -0.713 0.244
O 3.000196 -3.418619 0.354822 0.020 0.083 -0.001
O 3.383495 -0.977017 -0.655287 -0.704 -0.209 0.164
O 1.618756 -2.552875 -1.623603 0.752 0.418 -0.528
P 1.590419 -2.328565 -3.286206 -0.703 -1.800 -0.388
O 2.276553 -3.684151 -3.800537 -0.014 0.160 -0.119
O 0.209876 -2.205945 -3.738266 0.116 0.096 -0.063
O 2.605997 -1.212012 -3.460503 0.206 0.181 0.132
H 4.027246 -2.409839 -2.684914 0.194 -0.064 0.068
H 1.585110 -4.339672 -3.976009 0.129 0.143 -0.001
```
Positions in Å, forces in eV/Å.

Properties
E_HOMO (spin up / spin down)   -3.1 / -2.6 eV
ΔE to the lowest compared entry with this formula, charge and spin   365.1 kcal per mole
Maximum force   2.0 eV/A
Net charge   -1
Orbital gap (spin up / spin down)   0.158 / 0.142 Eh

Mulliken population analysis, charges in e, atoms 1 to 5: number 1, Sc, carries -0.68; number 2, C, carries -0.84; number 3, C, carries -0.79; number 4, C, carries -1.23; number 5, C, carries 0.43



[3]
ORCA calculation (ωB97M-V with the def2-TZVPD basis set) on a molecular structure, C35H25FN4O2Ru in a non-equilibrium geometry.

```
68
Properties=species:S:1:pos:R:3:forces:R:3
Ru 1.056088 0.477671 0.312208 3.828 0.492 0.282
O 3.483046 -3.042579 1.516248 -0.016 -0.357 -0.168
C 2.714865 -2.479987 0.728376 0.427 0.977 0.451
N 2.785102 -1.181072 0.361001 -1.913 -0.477 -0.533
C 4.030258 -0.579322 0.323890 0.686 0.559 0.326
C 5.208865 -1.257067 -0.026423 -0.359 -0.001 -0.002
C 6.399477 -0.580210 -0.201644 0.150 0.197 -0.023
C 6.456328 0.797299 -0.009989 0.184 -0.192 -0.113
C 5.326973 1.480524 0.393346 -0.457 0.047 0.133
C 4.108849 0.809528 0.577307 0.898 -0.815 0.065
N 2.931724 1.420565 0.940565 -2.405 0.546 -0.489
C 2.866311 2.610345 1.555951 0.650 -1.250 0.072
O 3.734108 3.150722 2.247454 -0.068 0.428 -0.068
C 1.576226 3.316305 1.297079 -0.298 0.337 -0.106
C 1.296105 4.501374 1.966424 0.146 0.001 0.088
C 0.199472 5.253971 1.596039 -0.113 -0.164 -0.241
C -0.571611 4.799069 0.532615 0.102 0.195 0.136
C -0.234452 3.598613 -0.064854 -0.108 -0.039 -0.275
N 0.798963 2.845452 0.309682 -0.676 -0.443 0.451
C 1.647366 -3.354559 0.114441 -0.166 -0.170 -0.226
C 1.289654 -4.524959 0.785144 -0.114 0.037 0.165
C 0.426420 -5.418693 0.181878 0.039 0.027 -0.060
C -0.023223 -5.143099 -1.101944 -0.041 -0.003 0.020
C 0.416973 -3.977541 -1.704287 -0.083 0.032 -0.073
N 1.216331 -3.089323 -1.120247 0.063 0.018 0.083
H 5.166913 -2.327705 -0.172164 0.005 -0.002 -0.011
H 7.293297 -1.119572 -0.495212 -0.037 -0.039 0.001
H 7.384173 1.330849 -0.183308 -0.013 0.017 0.078
H 5.362708 2.544375 0.581381 0.021 -0.008 0.020
H 1.972983 4.795940 2.756345 0.030 0.007 -0.034
H -0.040953 6.183050 2.096808 0.004 -0.008 0.045
H -1.424242 5.358440 0.171406 -0.013 -0.028 -0.010
H -0.816346 3.230767 -0.899628 0.096 -0.008 0.145
H 1.710824 -4.703390 1.764390 0.022 0.019 -0.016
H 0.129590 -6.331714 0.683426 -0.019 0.026 0.047
H -0.700069 -5.808678 -1.622137 0.043 -0.010 -0.024
H 0.117894 -3.743276 -2.721508 -0.069 0.010 -0.001
C -3.642099 2.072923 2.421409 -0.229 0.255 -0.158
C -2.553942 1.217330 2.648280 0.296 -0.155 -0.133
C -1.792724 0.771904 1.595648 -0.279 -0.097 0.416
C -2.090335 1.162584 0.270389 -0.220 0.187 -0.215
C -1.395370 0.633510 -0.868582 -0.235 -0.031 -0.361
C -1.589776 1.231708 -2.102069 0.275 -0.249 0.259
C -2.504458 2.277701 -2.274598 -0.301 0.181 0.185
C -3.289017 2.689269 -1.226911 -0.049 0.037 -0.406
C -3.106092 2.140371 0.061346 0.215 -0.299 0.103
C -3.898747 2.542187 1.160582 0.048 0.018 0.270
H -4.264483 2.385498 3.250994 0.019 0.019 0.003
H -2.309414 0.914426 3.658288 0.021 -0.018 -0.010
H -0.937339 0.130480 1.808954 -0.091 -0.054 -0.129
H -1.047925 0.844037 -2.956746 -0.026 -0.005 -0.016
H -2.624031 2.729802 -3.251559 -0.008 -0.014 -0.010
H -4.048148 3.447680 -1.379449 -0.005 0.005 0.053
H -4.710982 3.240775 0.995528 0.021 0.022 -0.038
F -5.571467 -3.725150 -1.745945 -0.043 -0.077 -0.004
C -4.413616 -3.059160 -1.529245 0.131 0.072 0.008
C -3.668279 -2.645521 -2.614988 -0.069 -0.059 0.009
C -2.499858 -1.938000 -2.384063 0.145 -0.014 0.007
C -2.066123 -1.659844 -1.091912 0.010 -0.241 0.262
C -0.850488 -0.789335 -0.857651 -0.228 0.651 -0.028
C -2.836758 -2.109768 -0.023334 0.096 0.009 -0.057
C -4.014154 -2.810939 -0.232928 -0.098 -0.066 -0.001
H -4.001436 -2.879907 -3.617162 -0.021 0.032 0.002
H -1.913512 -1.597123 -3.229016 0.016 0.005 0.011
H -0.397634 -1.092536 0.114663 0.179 0.124 -0.118
H -0.118883 -0.910544 -1.652131 -0.008 -0.179 -0.036
H -2.520284 -1.895136 0.989809 0.014 -0.027 0.000
H -4.619612 -3.161332 0.592338 -0.003 0.012 -0.003
```
Positions in Å, forces in eV/Å.

Properties
E_HOMO (spin up / spin down)   -3.4 / -3.3 eV
Spin multiplicity   2
ΔE to the lowest compared entry with this formula, charge and spin   71.0 kcal per mole
Maximum force   3.9 eV/A
Net charge   -1
Orbital gap (spin up / spin down)   0.211 / 0.206 Eh

natural (NBO) population analysis, charges in e, atoms 1 to 5: number 1, Ru, carries 0.52; number 2, O, carries -0.67; number 3, C, carries 0.61; number 4, N, carries -0.69; number 5, C, carries 0.14